Computed, not measured: C6H5NO in the gas phase in a non-equilibrium geometry, with ωB97M-V/def2-TZVPD.

Last column: Mulliken charge in e.
CARTESIAN COORDINATES (ANGSTROEM)
N  3.42076  0.10472  -0.04378  -0.45
C  2.29352  -0.07385  0.11422  0.04
C  0.84093  -0.24629  0.14736  0.15
C  0.23902  -1.40223  -0.35386  -0.37
C  -1.30131  -1.27084  -0.31531  -0.41
C  -1.37990  0.02916  0.74762  -0.63
C  -0.07719  0.85745  0.44698  0.30
O  -0.55402  1.82138  -0.69908  -0.51
H  0.78224  -2.24298  -0.69794  0.47
H  -2.15421  -1.84491  -0.68762  0.40
H  -2.40346  0.41431  0.71356  0.33
H  0.29833  1.14523  1.41828  0.35
H  -0.00469  2.70886  -0.79043  0.32

Force components x, y, z for each atom (eV/Å):
N -0.1 -0.1 0.3
C -1.1 0.0 -0.3
C 1.3 -2.4 -3.4
C -1.8 2.6 0.8
C 2.7 5.8 5.7
C -1.0 -4.5 -6.9
C -2.9 -0.7 0.2
O 2.6 0.6 2.1
H 0.4 -0.7 -0.2
H 0.7 -0.1 0.3
H 0.5 0.5 0.6
H 0.0 2.0 0.1
H -1.2 -2.9 0.8

For the total energy, the calculation gives -361.42307 Ha. The SMILES is N#CC1=CC=C[C@@H]1O. Its energy relative to the best compared isomer or geometry (same formula, charge and spin) is 101.1 kcal/mol. As for the LUMO energy: -0.052 Ha.